{"formula": "C6H3N", "method": "the ωB97M-V functional and the def2-TZVPD basis", "elements": ["C", "C", "C", "C", "C", "C", "N", "H", "H", "H"], "coordinates": [[2.114, -1.069, -0.363], [1.154, -0.531, 0.102], [0.042, 0.290, 0.547], [-1.258, -0.123, 0.044], [-2.339, -0.546, -0.365], [0.295, 1.635, 0.061], [0.442, 2.708, -0.395], [2.892, -1.678, -0.688], [-0.031, 0.220, 1.658], [-3.310, -0.907, -0.601]], "forces_ev_per_angstrom": [[-0.850, 0.092, 0.566], [0.485, -0.390, -0.423], [-0.213, -0.228, 0.884], [-3.778, -1.969, -1.561], [3.243, 1.339, 1.512], [0.408, 4.133, -1.156], [-0.335, -3.062, 1.365], [0.851, -0.414, -0.412], [0.245, 0.493, -0.583], [-0.056, 0.005, -0.194]], "e_lumo_ev": 0.742, "homo_lumo_gap_ev": 11.53, "e_above_lowest_ev": 0.031, "spin_multiplicity": 1}

***

{"formula": "C4H4S2", "method": "the ωB97M-V functional and the def2-TZVPD basis", "elements": ["C", "C", "C", "S", "C", "S", "H", "H", "H", "H"], "coordinates": [[-0.531, 1.326, -0.234], [-0.092, 0.021, -0.177], [-0.952, -1.236, -0.154], [-2.566, -1.228, 0.052], [1.384, -0.018, 0.344], [2.452, -1.323, -0.109], [0.256, 2.198, 0.123], [-1.584, 1.521, -0.341], [-0.301, -2.152, -0.173], [1.935, 0.892, 0.670]], "forces_ev_per_angstrom": [[2.273, -0.335, 1.613], [1.198, 2.180, 2.311], [0.973, 0.656, 0.066], [1.061, -0.150, -0.305], [1.502, -3.273, -3.344], [-2.494, 2.685, 1.419], [-2.405, -2.287, -1.325], [-0.124, 0.400, -0.472], [-0.905, 0.666, -0.068], [-1.078, -0.543, 0.104]], "e_lumo_ev": -1.478, "homo_lumo_gap_ev": 7.44, "e_above_lowest_ev": 2.730, "spin_multiplicity": 1}

***

{"formula": "C16H13Br4N4O2SZr", "method": "the ωB97M-V functional and the def2-TZVPD basis", "elements": ["Zr", "C", "C", "N", "C", "S", "N", "N", "C", "C", "C", "C", "C", "C", "C", "N", "H", "H", "H", "H", "H", "H", "H", "H", "H", "H", "H", "H", "H", "Br", "C", "C", "Br", "C", "Br", "C", "O", "C", "O", "C", "Br"], "coordinates": [[-0.420, -0.259, -0.910], [-0.913, -2.453, 4.742], [-1.846, -1.411, 4.130], [-2.213, -1.665, 2.734], [-1.417, -1.500, 1.686], [-2.178, -1.696, 0.098], [-0.128, -1.268, 1.908], [0.606, -0.922, 0.830], [1.904, -0.920, 0.863], [2.688, -1.392, 2.035], [2.539, -0.436, -0.379], [3.903, -0.248, -0.528], [4.397, 0.187, -1.750], [3.526, 0.438, -2.799], [2.173, 0.260, -2.584], [1.695, -0.171, -1.410], [-0.815, -2.246, 5.808], [0.069, -2.409, 4.284], [-1.322, -3.457, 4.627], [-1.390, -0.421, 4.190], [-2.780, -1.398, 4.687], [-3.171, -1.883, 2.519], [2.074, -2.067, 2.626], [2.979, -0.553, 2.671], [3.590, -1.913, 1.717], [4.570, -0.438, 0.301], [5.462, 0.326, -1.881], [3.886, 0.769, -3.762], [1.445, 0.446, -3.364], [-4.125, 3.252, -5.351], [-3.127, 2.748, -3.843], [-3.020, 3.597, -2.741], [-3.861, 5.274, -2.750], [-2.278, 3.200, -1.628], [-2.090, 4.278, -0.099], [-1.644, 1.971, -1.613], [-0.896, 1.537, -0.548], [-1.743, 1.113, -2.728], [-1.084, -0.084, -2.682], [-2.485, 1.507, -3.831], [-2.562, 0.308, -5.274]], "forces_ev_per_angstrom": [[-1.333, -0.684, 0.674], [-0.208, 0.080, -0.070], [0.200, -0.155, 0.092], [0.072, 0.026, -0.067], [0.424, -0.139, -0.202], [-0.042, -0.240, 0.257], [0.041, 0.079, 0.922], [1.145, -0.963, 0.961], [-0.308, -0.194, 0.429], [0.009, 0.057, -0.013], [0.268, 0.057, -0.320], [-0.177, -0.086, 0.188], [-0.036, 0.033, -0.133], [0.105, 0.009, 0.109], [0.116, -0.086, -0.029], [1.221, -0.084, -0.061], [0.040, -0.024, -0.014], [0.066, -0.048, -0.028], [0.022, 0.000, 0.000], [-0.058, -0.004, -0.012], [-0.046, 0.112, -0.037], [-0.082, -0.024, 0.062], [-0.013, 0.041, 0.017], [0.001, -0.002, 0.007], [0.016, 0.029, -0.005], [0.002, -0.021, -0.015], [-0.005, 0.007, 0.008], [-0.033, 0.017, -0.006], [-0.036, 0.000, 0.015], [0.032, -0.002, 0.045], [-0.020, 0.026, -0.001], [-0.036, -0.030, -0.111], [0.015, -0.018, 0.031], [0.060, 0.024, 0.261], [0.002, -0.036, -0.047], [-0.430, 0.300, -0.654], [-0.197, 1.095, 0.000], [-0.503, 0.878, -0.307], [-0.373, 0.150, -1.984], [0.096, -0.204, 0.036], [-0.013, 0.024, 0.001]], "e_lumo_ev": -4.821, "charge": 1, "homo_lumo_gap_ev": 6.33, "e_above_lowest_ev": 0.848, "spin_multiplicity": 1}

***

{"formula": "C3H4ClNO", "method": "the ωB97M-V functional and the def2-TZVPD basis", "elements": ["O", "C", "N", "C", "C", "Cl", "H", "H", "H", "H"], "coordinates": [[-0.857, -2.179, -0.091], [-0.525, -1.026, -0.046], [-1.046, 0.139, -0.474], [0.064, 0.991, -0.041], [0.731, -0.324, 0.468], [2.260, -0.752, -0.315], [-1.864, 0.336, -1.069], [0.560, 1.536, -0.815], [-0.194, 1.654, 0.827], [0.872, -0.375, 1.555]], "forces_ev_per_angstrom": [[-0.264, 0.275, 0.004], [0.597, -1.376, -0.272], [-1.296, 0.989, -0.913], [-0.513, -0.126, 1.698], [0.471, 0.747, 0.551], [-0.235, -0.089, 0.017], [0.718, -0.232, 0.707], [0.413, 0.180, -0.480], [0.126, -0.366, -0.927], [-0.017, -0.004, -0.385]], "e_lumo_ev": 0.836, "homo_lumo_gap_ev": 10.89, "e_above_lowest_ev": 0.355, "spin_multiplicity": 1}

***

{"formula": "C11H21N5O5P", "method": "the ωB97M-V functional and the def2-TZVPD basis", "elements": ["N", "P", "O", "C", "C", "N", "N", "C", "O", "N", "O", "C", "C", "C", "C", "C", "O", "H", "H", "H", "H", "H", "H", "H", "H", "H", "H", "H", "H", "H", "H", "C", "O", "N", "C", "C", "H", "H", "H", "H", "H", "H", "H"], "coordinates": [[-2.289, 1.267, -0.721], [-1.562, 0.311, 0.499], [-0.181, 1.097, 0.767], [-0.903, -1.057, -0.559], [-1.636, -1.481, -1.671], [-1.199, -2.477, -2.420], [-0.086, -3.145, -2.248], [0.631, -2.788, -1.207], [1.763, -3.479, -1.023], [2.696, -3.419, -2.270], [3.136, -2.387, -2.385], [0.282, -1.757, -0.285], [1.154, -1.503, 0.901], [0.409, -1.882, 2.191], [0.341, -3.388, 2.417], [-0.379, -3.686, 3.730], [-1.790, -3.715, 3.534], [-2.725, 0.771, -1.480], [-2.941, 1.925, -0.319], [-0.358, 2.047, 0.978], [-2.571, -1.039, -1.960], [-1.757, -2.773, -3.210], [1.500, -0.480, 0.926], [2.004, -2.168, 0.824], [-0.618, -1.525, 2.184], [0.876, -1.407, 3.048], [1.336, -3.827, 2.441], [-0.263, -3.858, 1.643], [-0.183, -2.905, 4.460], [-0.035, -4.629, 4.149], [-2.087, -4.625, 3.537], [0.670, 4.064, -0.099], [-0.332, 3.755, 0.540], [0.643, 4.747, -1.241], [1.854, 5.107, -1.957], [-0.649, 5.150, -1.782], [1.685, 3.805, 0.238], [1.932, 6.191, -2.045], [1.842, 4.671, -2.957], [2.725, 4.736, -1.422], [-1.173, 5.785, -1.068], [-1.264, 4.271, -1.972], [-0.496, 5.696, -2.708]], "forces_ev_per_angstrom": [[0.255, -0.292, -0.102], [-0.469, 0.095, 0.650], [0.132, -0.114, -0.044], [0.443, -0.089, -0.327], [0.421, -0.013, 0.505], [-0.378, 0.268, -0.067], [-0.102, -0.038, -0.124], [0.389, -0.142, 0.407], [-0.712, 0.133, 0.591], [0.731, -0.289, -0.657], [-0.067, 0.159, -0.094], [-0.472, 0.369, -0.271], [-0.137, -0.599, 0.131], [-0.248, -0.186, -0.039], [-0.193, 0.308, 0.514], [-0.189, -0.245, -0.150], [-0.033, 0.224, -0.007], [-0.135, 0.249, -0.184], [-0.185, 0.028, -0.047], [0.303, 0.233, -0.159], [-0.195, -0.114, -0.174], [0.094, -0.144, -0.144], [-0.098, 0.266, -0.070], [0.324, 0.078, -0.044], [-0.119, 0.236, -0.027], [0.267, 0.106, 0.045], [0.172, -0.060, -0.149], [0.170, -0.214, -0.284], [0.129, 0.098, 0.143], [0.054, -0.106, 0.072], [-0.071, -0.124, 0.001], [0.102, 0.076, 0.071], [-0.124, -0.187, 0.099], [0.028, 0.056, -0.105], [-0.144, 0.037, -0.009], [-0.008, -0.051, 0.101], [-0.023, -0.049, -0.010], [0.045, 0.001, -0.015], [0.041, 0.015, -0.009], [-0.001, -0.012, 0.027], [-0.021, 0.016, -0.020], [-0.013, 0.012, -0.014], [0.038, 0.005, -0.011]], "e_lumo_ev": -4.500, "charge": 1, "homo_lumo_gap_ev": 6.99, "e_above_lowest_ev": 0.000, "spin_multiplicity": 1}

***

{"formula": "C6H14", "method": "the ωB97M-V functional and the def2-TZVPD basis", "elements": ["C", "C", "C", "C", "C", "C", "H", "H", "H", "H", "H", "H", "H", "H", "H", "H", "H", "H", "H", "H"], "coordinates": [[-0.137, -0.744, 1.994], [-0.307, 0.492, 1.298], [0.152, 0.338, -0.286], [0.659, 1.005, -1.478], [-0.389, -1.155, -0.544], [0.416, -1.914, -1.602], [0.803, -1.035, 2.426], [-0.296, -1.528, 0.709], [-0.919, -1.032, 2.691], [-1.332, 0.831, 1.234], [0.305, 1.350, 1.595], [1.237, 0.146, -0.172], [0.038, 1.782, -1.902], [1.705, 1.409, -1.433], [-0.944, 3.746, 1.172], [-1.299, 3.425, 0.599], [-1.438, -1.003, -0.895], [1.469, -1.654, -1.455], [0.060, -1.473, -2.525], [0.218, -2.985, -1.425]], "forces_ev_per_angstrom": [[-0.595, 0.278, 0.549], [0.000, 2.237, -0.112], [4.381, -2.787, -0.635], [-1.849, 2.505, 1.608], [-0.032, 2.155, -1.179], [-0.603, 0.245, 1.284], [0.714, 0.072, -0.366], [-0.179, 0.372, -0.883], [-0.400, -0.347, -0.637], [-0.404, -0.048, 0.378], [0.015, -0.393, 0.145], [-0.261, -1.241, 1.890], [-0.549, -0.280, -1.142], [-0.773, -0.794, -0.197], [-0.095, -0.066, -0.139], [0.100, 0.082, 0.126], [0.159, -0.940, 0.681], [-0.093, -0.384, -0.194], [0.293, -0.942, -0.481], [0.171, 0.278, -0.698]], "e_lumo_ev": -1.157, "homo_lumo_gap_ev": 5.85, "e_above_lowest_ev": 8.821, "spin_multiplicity": 1}

***

no.,strongest force on any atom (eV/A),electronic energy (eV)
1,4.5,-7755.695
2,4.9,-25879.992
3,2.0,-319140.859
4,1.9,-19235.420
5,1.0,-38715.128
6,5.2,-6440.587